## A
272
Properties=species:S:1:pos:R:3 method="wB97M-V/def2-TZVPD" orbital_gap_ev=8.693 molar_mass_g_mol=1426.2 lumo_ev=0.3 e_homo_ev=-8.42 spin_multiplicity=1
C -7.60 4.93 0.87
C -7.93 3.46 1.03
C -7.49 2.57 -0.18
O -8.18 3.03 -1.36
C -8.05 2.32 -2.57
N -7.58 2.86 2.28
H -8.08 5.31 -0.03
H -6.53 5.13 0.80
H -7.96 5.47 1.75
H -9.02 3.37 1.04
H -7.72 1.53 0.06
H -6.42 2.67 -0.31
H -8.85 2.56 -3.28
H -8.10 1.23 -2.49
H -7.13 2.50 -3.12
H -6.57 2.82 2.33
H -7.84 1.88 2.32
C -11.73 6.31 0.84
C -12.38 5.37 1.89
C -12.08 3.89 1.61
O -12.45 3.50 0.31
C -11.83 2.26 -0.11
N -11.88 5.90 3.10
H -10.65 6.23 0.91
H -11.93 7.35 1.13
H -12.15 6.15 -0.15
H -13.46 5.53 1.81
H -12.44 3.20 2.38
H -10.99 3.87 1.61
H -12.29 1.78 -0.97
H -11.90 1.50 0.66
H -10.76 2.35 -0.33
H -10.93 5.71 3.37
H -12.50 5.52 3.80
C -6.92 -0.44 4.79
C -7.81 -1.45 4.09
C -7.65 -1.27 2.56
O -8.26 -0.15 1.91
C -9.65 -0.33 1.74
N -7.40 -2.77 4.58
H -5.88 -0.59 4.48
H -7.00 -0.57 5.87
H -7.28 0.55 4.53
H -8.84 -1.36 4.42
H -7.92 -2.21 2.08
H -6.59 -1.32 2.32
H -9.82 -1.26 1.20
H -9.99 0.54 1.19
H -10.22 -0.57 2.64
H -6.39 -2.75 4.62
H -7.65 -3.52 3.95
C -11.10 9.77 5.98
C -9.77 8.98 6.07
C -9.17 8.86 4.61
O -8.18 7.90 4.56
C -7.62 7.62 3.31
N -8.89 9.66 7.00
H -11.75 9.70 6.85
H -11.70 9.43 5.14
H -10.89 10.81 5.75
H -10.07 8.06 6.56
H -8.66 9.78 4.31
H -9.96 8.64 3.90
H -6.95 6.76 3.40
H -7.05 8.51 3.03
H -8.36 7.31 2.57
H -7.93 9.36 6.99
H -9.17 9.41 7.94
C -6.79 -3.93 -4.66
C -5.68 -3.26 -3.80
C -6.15 -1.97 -3.01
O -5.02 -1.37 -2.38
C -5.29 -0.35 -1.50
N -4.87 -4.14 -2.94
H -7.09 -3.19 -5.40
H -7.60 -4.38 -4.08
H -6.31 -4.83 -5.04
H -5.10 -2.85 -4.62
H -6.86 -2.28 -2.25
H -6.64 -1.28 -3.70
H -5.65 -0.74 -0.55
H -5.94 0.41 -1.94
H -4.28 0.02 -1.34
H -4.51 -3.51 -2.24
H -5.54 -4.72 -2.46
C -7.16 10.95 1.21
C -8.59 10.97 0.47
C -9.60 9.86 0.87
O -9.20 8.59 0.32
C -9.51 8.18 -1.01
N -9.21 12.23 0.60
H -6.65 11.78 0.73
H -6.70 10.00 0.95
H -7.37 10.97 2.28
H -8.51 10.70 -0.58
H -10.63 9.96 0.55
H -9.70 9.85 1.96
H -9.05 7.20 -1.18
H -9.20 8.84 -1.81
H -10.58 8.02 -1.11
H -9.43 12.30 1.58
H -8.37 12.79 0.55
C -12.82 4.88 -2.74
C -11.43 4.29 -2.99
C -10.84 4.57 -4.43
O -11.61 4.01 -5.49
C -11.51 2.56 -5.71
N -10.48 4.70 -1.99
H -13.52 4.38 -3.41
H -12.92 5.92 -3.06
H -13.20 4.77 -1.73
H -11.48 3.21 -2.90
H -9.80 4.22 -4.45
H -10.90 5.65 -4.53
H -11.87 2.45 -6.73
H -12.24 2.07 -5.07
H -10.53 2.11 -5.56
H -9.55 4.32 -2.00
H -10.86 4.51 -1.07
C -3.56 4.46 4.35
C -2.85 4.05 3.05
C -3.85 3.83 1.92
O -4.83 2.80 2.16
C -4.29 1.43 2.21
N -1.92 5.10 2.79
H -4.35 3.74 4.58
H -4.02 5.43 4.18
H -2.99 4.49 5.28
H -2.30 3.13 3.27
H -3.30 3.72 0.99
H -4.50 4.69 1.82
H -3.88 1.08 1.26
H -5.19 0.84 2.39
H -3.70 1.22 3.10
H -2.44 5.96 2.86
H -1.22 5.28 3.50
C -4.20 0.06 -5.43
C -4.44 0.69 -6.81
C -5.10 2.13 -6.67
O -6.31 1.93 -5.98
C -7.11 3.07 -6.20
N -3.22 0.77 -7.57
H -5.08 -0.15 -4.83
H -3.52 0.66 -4.84
H -3.71 -0.90 -5.59
H -5.13 0.12 -7.42
H -5.26 2.56 -7.65
H -4.48 2.89 -6.19
H -7.73 3.28 -5.33
H -7.83 2.95 -7.01
H -6.60 3.97 -6.55
H -3.41 1.21 -8.45
H -3.03 -0.20 -7.76
C -3.84 11.76 0.14
C -3.23 10.63 -0.67
C -4.08 9.35 -0.74
O -4.22 8.64 0.46
C -5.21 7.58 0.31
N -2.98 11.13 -2.04
H -4.13 11.50 1.16
H -4.73 12.16 -0.34
H -3.13 12.59 0.20
H -2.32 10.27 -0.20
H -3.65 8.69 -1.50
H -5.03 9.63 -1.20
H -5.50 7.29 1.32
H -4.75 6.81 -0.30
H -6.13 8.01 -0.09
H -2.45 10.42 -2.53
H -2.33 11.88 -1.85
C -2.60 8.47 5.31
C -3.59 8.48 4.15
C -3.92 9.93 3.74
O -4.64 10.76 4.71
C -5.83 10.26 5.23
N -3.05 7.82 2.98
H -1.73 9.08 5.07
H -2.19 7.48 5.51
H -2.92 8.93 6.25
H -4.50 7.98 4.49
H -4.61 9.86 2.90
H -3.02 10.47 3.43
H -6.22 10.94 5.99
H -5.69 9.27 5.66
H -6.59 10.33 4.45
H -2.17 8.25 2.74
H -3.58 7.97 2.13
C -4.87 6.84 8.20
C -5.77 6.54 7.03
C -6.33 5.10 7.13
O -5.38 4.06 7.47
C -5.77 2.74 7.26
N -6.82 7.47 7.08
H -4.00 6.20 8.08
H -5.35 6.55 9.14
H -4.43 7.83 8.30
H -5.12 6.73 6.17
H -6.79 4.88 6.16
H -7.14 5.01 7.85
H -6.81 2.51 7.49
H -5.05 2.10 7.78
H -5.66 2.43 6.22
H -7.53 7.20 7.76
H -7.30 7.44 6.19
C -11.27 -1.01 -8.00
C -9.86 -1.59 -8.52
C -9.28 -2.35 -7.29
O -9.02 -1.48 -6.25
C -7.98 -0.47 -6.42
N -9.99 -2.39 -9.78
H -11.93 -1.75 -7.54
H -11.75 -0.54 -8.87
H -11.21 -0.29 -7.18
H -9.28 -0.74 -8.86
H -8.40 -2.93 -7.59
H -10.00 -3.09 -6.95
H -8.18 0.02 -7.38
H -6.99 -0.93 -6.49
H -8.08 0.23 -5.59
H -9.09 -2.81 -9.90
H -10.07 -1.85 -10.63
C -10.58 -3.55 -2.89
C -11.71 -2.61 -3.36
C -11.53 -1.15 -2.81
O -11.57 -0.89 -1.44
C -12.84 -1.09 -0.85
N -11.85 -2.66 -4.76
H -9.63 -3.24 -3.33
H -10.72 -4.59 -3.18
H -10.44 -3.53 -1.81
H -12.68 -2.93 -3.00
H -12.30 -0.60 -3.33
H -10.56 -0.82 -3.19
H -13.29 -2.06 -1.08
H -13.58 -0.30 -1.02
H -12.82 -1.13 0.24
H -11.11 -2.19 -5.27
H -11.93 -3.62 -5.07
C -4.33 4.28 -2.66
C -4.60 5.30 -3.81
C -5.90 6.09 -3.55
O -6.16 7.05 -4.60
C -7.37 7.76 -4.42
N -3.38 6.09 -3.86
H -5.19 3.62 -2.66
H -4.19 4.82 -1.72
H -3.56 3.52 -2.75
H -4.67 4.74 -4.74
H -5.83 6.71 -2.66
H -6.77 5.45 -3.46
H -8.24 7.21 -4.07
H -7.56 8.32 -5.34
H -7.18 8.51 -3.65
H -2.54 5.53 -3.88
H -3.42 6.71 -4.66
C -9.93 5.28 6.06
C -9.60 4.13 5.17
C -10.75 3.12 4.89
O -11.17 2.37 6.07
C -10.16 1.48 6.54
N -9.25 4.77 3.91
H -10.04 4.94 7.09
H -10.70 5.95 5.69
H -9.06 5.94 6.12
H -8.70 3.65 5.54
H -10.50 2.45 4.08
H -11.61 3.66 4.47
H -9.99 0.62 5.90
H -10.44 1.13 7.53
H -9.24 2.07 6.63
H -8.68 4.08 3.44
H -8.60 5.54 4.02

=====

## B
272
Properties=species:S:1:pos:R:3 method="wB97M-V/def2-TZVPD" orbital_gap_ev=8.948 molar_mass_g_mol=1426.2 lumo_ev=0.3 e_homo_ev=-8.64 spin_multiplicity=1
C -18.01 -22.36 -19.96
C -17.86 -22.27 -18.43
C -19.13 -21.64 -17.74
O -19.30 -20.34 -18.29
C -20.32 -19.57 -17.75
N -17.59 -23.68 -18.03
H -18.82 -23.03 -20.27
H -17.18 -22.91 -20.39
H -18.15 -21.42 -20.51
H -17.00 -21.71 -18.07
H -18.89 -21.49 -16.69
H -19.97 -22.34 -17.73
H -20.30 -19.45 -16.67
H -21.32 -20.01 -17.86
H -20.39 -18.60 -18.24
H -16.76 -24.01 -18.51
H -17.30 -23.66 -17.06
C -16.65 -8.74 -19.50
C -17.15 -10.25 -19.83
C -18.25 -10.77 -18.87
O -17.69 -11.00 -17.59
C -18.57 -11.44 -16.53
N -17.40 -10.39 -21.24
H -17.45 -8.01 -19.54
H -15.86 -8.33 -20.13
H -16.19 -8.75 -18.51
H -16.39 -11.03 -19.74
H -18.64 -11.65 -19.39
H -19.07 -10.06 -18.78
H -18.00 -11.73 -15.65
H -19.40 -12.10 -16.79
H -19.04 -10.57 -16.07
H -17.49 -11.38 -21.43
H -16.65 -10.12 -21.87
C -19.18 -21.36 -10.37
C -20.63 -20.98 -10.72
C -21.45 -21.95 -11.70
O -20.77 -22.44 -12.85
C -20.52 -21.42 -13.91
N -21.33 -20.69 -9.51
H -18.94 -21.96 -9.49
H -18.67 -20.41 -10.25
H -18.70 -21.92 -11.17
H -20.52 -20.02 -11.23
H -22.41 -21.57 -12.03
H -21.78 -22.78 -11.08
H -20.57 -21.97 -14.85
H -19.56 -20.93 -13.80
H -21.37 -20.74 -13.96
H -20.63 -20.63 -8.78
H -21.85 -21.47 -9.13
C -15.53 -13.15 -14.27
C -15.19 -13.47 -15.78
C -13.79 -13.03 -16.27
O -13.36 -11.67 -16.24
C -14.20 -10.84 -16.90
N -15.45 -14.88 -15.86
H -16.58 -13.32 -14.04
H -15.48 -12.07 -14.18
H -14.82 -13.57 -13.56
H -15.94 -12.98 -16.40
H -13.65 -13.41 -17.28
H -13.11 -13.56 -15.60
H -14.42 -11.22 -17.89
H -13.64 -9.94 -17.15
H -15.09 -10.63 -16.30
H -16.36 -14.99 -15.43
H -15.58 -15.01 -16.85
C -16.15 -15.47 -23.82
C -17.23 -14.63 -24.35
C -17.53 -13.34 -23.53
O -18.05 -13.45 -22.20
C -19.26 -14.28 -22.03
N -16.92 -14.31 -25.71
H -15.19 -15.13 -24.21
H -16.28 -16.50 -24.16
H -16.11 -15.41 -22.73
H -18.14 -15.21 -24.40
H -18.20 -12.72 -24.12
H -16.63 -12.73 -23.55
H -19.98 -14.17 -22.84
H -19.70 -14.08 -21.05
H -18.99 -15.33 -22.00
H -17.13 -15.05 -26.36
H -17.63 -13.63 -25.96
C -21.20 -9.60 -22.54
C -21.90 -10.96 -22.34
C -21.77 -11.46 -20.85
O -22.02 -12.85 -20.82
C -21.97 -13.40 -19.48
N -23.26 -11.01 -22.87
H -20.15 -9.70 -22.24
H -21.56 -8.82 -21.87
H -21.28 -9.21 -23.55
H -21.45 -11.81 -22.87
H -22.49 -10.92 -20.24
H -20.76 -11.31 -20.45
H -21.11 -13.13 -18.87
H -21.91 -14.49 -19.49
H -22.77 -13.13 -18.80
H -23.77 -10.63 -22.08
H -23.46 -12.00 -22.92
C -16.04 -19.53 -24.65
C -16.70 -19.24 -23.30
C -18.16 -18.83 -23.33
O -18.77 -18.55 -22.02
C -20.21 -18.38 -22.02
N -16.44 -20.34 -22.36
H -16.49 -20.42 -25.08
H -14.98 -19.68 -24.44
H -16.21 -18.66 -25.28
H -16.07 -18.46 -22.87
H -18.71 -19.57 -23.91
H -18.27 -17.95 -23.97
H -20.82 -19.20 -22.40
H -20.51 -17.55 -22.66
H -20.40 -18.18 -20.96
H -16.75 -20.02 -21.45
H -15.46 -20.54 -22.21
C -9.73 -11.44 -17.44
C -9.91 -11.96 -18.89
C -10.03 -13.50 -18.92
O -8.73 -14.06 -18.76
C -8.71 -15.44 -18.40
N -11.18 -11.33 -19.31
H -10.50 -11.71 -16.72
H -9.65 -10.35 -17.47
H -8.70 -11.71 -17.24
H -9.07 -11.50 -19.41
H -10.42 -13.83 -19.88
H -10.76 -13.83 -18.19
H -9.15 -16.02 -19.21
H -9.33 -15.54 -17.50
H -7.75 -15.77 -17.99
H -11.54 -11.63 -20.20
H -11.82 -11.53 -18.55
C -16.54 -18.12 -17.42
C -17.05 -17.81 -18.81
C -16.31 -16.68 -19.52
O -16.44 -15.40 -18.88
C -15.95 -14.38 -19.73
N -17.08 -19.05 -19.60
H -17.16 -18.70 -16.73
H -16.41 -17.16 -16.93
H -15.52 -18.48 -17.44
H -18.10 -17.53 -18.75
H -16.76 -16.63 -20.51
H -15.25 -16.96 -19.59
H -16.11 -13.40 -19.29
H -16.37 -14.36 -20.74
H -14.88 -14.50 -19.92
H -17.54 -19.72 -19.01
H -17.72 -18.92 -20.37
C -17.10 -27.03 -19.79
C -15.69 -27.03 -19.24
C -14.76 -25.93 -19.73
O -15.22 -24.60 -19.30
C -14.32 -23.54 -19.54
N -15.82 -26.87 -17.80
H -17.15 -27.18 -20.87
H -17.66 -26.10 -19.65
H -17.68 -27.87 -19.39
H -15.29 -28.02 -19.48
H -14.78 -25.85 -20.82
H -13.72 -26.11 -19.47
H -13.98 -23.46 -20.57
H -13.48 -23.70 -18.86
H -14.78 -22.56 -19.40
H -16.35 -26.06 -17.53
H -14.91 -26.64 -17.43
C -19.59 -16.12 -15.77
C -19.72 -16.78 -14.34
C -18.52 -16.64 -13.37
O -17.31 -16.78 -14.03
C -16.15 -16.59 -13.13
N -20.85 -16.13 -13.72
H -18.65 -16.39 -16.24
H -19.56 -15.04 -15.68
H -20.40 -16.42 -16.43
H -19.94 -17.84 -14.41
H -18.63 -17.23 -12.46
H -18.53 -15.58 -13.12
H -16.17 -15.58 -12.73
H -15.16 -16.58 -13.58
H -16.18 -17.34 -12.34
H -20.53 -15.23 -13.40
H -21.15 -16.63 -12.90
C -13.59 -20.13 -20.60
C -12.90 -19.16 -21.59
C -12.92 -17.67 -21.26
O -12.30 -16.96 -22.31
C -12.19 -15.53 -22.02
N -11.51 -19.64 -21.70
H -13.72 -21.11 -21.06
H -14.55 -19.75 -20.24
H -13.00 -20.32 -19.71
H -13.45 -19.23 -22.54
H -12.52 -17.43 -20.28
H -13.96 -17.34 -21.27
H -11.33 -15.44 -21.36
H -13.16 -15.19 -21.65
H -11.95 -15.09 -22.99
H -11.11 -18.92 -22.29
H -11.54 -20.48 -22.25
C -13.39 -9.80 -21.62
C -13.54 -10.84 -22.76
C -13.36 -12.34 -22.25
O -12.04 -12.51 -21.66
C -11.03 -12.53 -22.64
N -14.87 -10.68 -23.32
H -13.98 -10.01 -20.73
H -13.60 -8.75 -21.84
H -12.37 -9.81 -21.24
H -12.77 -10.56 -23.48
H -13.69 -13.07 -22.99
H -14.08 -12.47 -21.44
H -11.26 -12.99 -23.60
H -10.15 -12.96 -22.17
H -10.77 -11.48 -22.74
H -15.02 -11.23 -24.16
H -15.07 -9.76 -23.70
C -11.76 -16.68 -17.04
C -12.99 -17.46 -16.76
C -12.64 -18.95 -16.65
O -13.79 -19.70 -16.35
C -13.69 -21.10 -16.62
N -13.42 -16.99 -15.47
H -11.21 -17.06 -17.90
H -11.01 -16.72 -16.25
H -12.05 -15.63 -17.06
H -13.80 -17.42 -17.50
H -11.87 -19.11 -15.89
H -12.26 -19.15 -17.65
H -13.48 -21.30 -17.67
H -14.64 -21.58 -16.38
H -12.86 -21.52 -16.06
H -14.19 -17.60 -15.22
H -13.89 -16.10 -15.56
C -16.28 -24.16 -12.86
C -16.98 -23.53 -14.13
C -16.57 -22.05 -14.32
O -16.87 -21.25 -13.18
C -16.53 -19.87 -13.30
N -16.83 -24.47 -15.23
H -15.22 -24.14 -13.12
H -16.49 -25.20 -12.59
H -16.36 -23.60 -11.94
H -18.06 -23.54 -13.96
H -16.93 -21.70 -15.28
H -15.48 -22.05 -14.40
H -17.13 -19.40 -12.52
H -16.92 -19.41 -14.20
H -15.48 -19.66 -13.07
H -15.92 -24.91 -15.25
H -17.36 -25.30 -15.04
C -17.76 -21.74 -27.39
C -18.19 -22.61 -26.25
C -19.45 -22.08 -25.62
O -19.93 -22.91 -24.48
C -19.09 -23.03 -23.32
N -18.34 -23.95 -26.79
H -17.65 -20.66 -27.25
H -18.59 -21.72 -28.10
H -16.87 -22.07 -27.92
H -17.43 -22.59 -25.48
H -20.20 -22.18 -26.40
H -19.29 -21.06 -25.28
H -19.66 -23.39 -22.46
H -18.68 -22.04 -23.10
H -18.32 -23.78 -23.52
H -18.52 -24.58 -26.02
H -17.44 -24.23 -27.17

=====

What should be chosen as the most stable of them? Choose A.